[1]
Computed, not measured: a 3-piece molecular cluster, C11H24Br4N5 overall, with the ωB97M-V functional and the def2-TZVPD basis.

Structure (XYZ):
```
44
Properties=species:S:1:pos:R:3:forces:R:3:nbo_charge:R:1
N 3.55824 -1.46061 1.51374 -0.0922 0.1183 -0.1567 -0.83
C 3.81587 -0.77642 0.23796 -0.0026 -0.0546 0.1571 -0.21
C 3.08758 0.56404 0.08295 0.1195 -0.0695 -0.1244 -0.42
C 2.69544 0.92394 -1.36473 -0.1107 0.1899 0.2769 -0.39
C 1.21836 1.30156 -1.48558 0.2447 0.0586 -0.0918 -0.42
C 0.29255 0.08641 -1.43192 -0.2917 0.0236 0.0363 -0.23
N -0.67430 0.16316 -0.33089 -0.0258 0.0137 -0.2735 -0.15
N -1.43086 1.26490 -0.07882 0.0779 0.0570 -0.1496 -0.34
C -2.15460 0.99458 1.00355 -0.0604 0.3528 -0.1893 0.27
N -1.94435 -0.22506 1.43682 0.0023 -0.0037 0.3399 -0.46
C -1.03374 -0.73410 0.58990 0.0250 -0.3397 0.1758 0.57
N -0.53953 -1.97527 0.65633 0.2622 -0.0918 -0.1195 -0.80
H 2.94345 -0.92231 2.10808 0.0476 0.0324 0.0778 0.35
H 3.12585 -2.35994 1.36475 0.0421 -0.0768 0.0509 0.36
H 4.88750 -0.59474 0.15481 0.0813 -0.0431 -0.1098 0.20
H 3.55160 -1.43538 -0.59070 -0.0502 -0.0618 -0.0422 0.17
H 2.19995 0.56395 0.72310 -0.1106 -0.0762 -0.0062 0.17
H 3.73545 1.35330 0.46019 -0.0787 0.0821 0.1976 0.23
H 2.91964 0.08965 -2.02882 0.0567 0.0339 -0.1718 0.21
H 3.27024 1.78602 -1.69541 0.1429 -0.0851 -0.1517 0.23
H 0.98837 1.99209 -0.67376 -0.0751 0.0579 0.0290 0.21
H 1.04195 1.85120 -2.40865 -0.0243 -0.0163 -0.0688 0.23
H 0.84226 -0.83684 -1.26323 0.0792 -0.0107 0.0659 0.23
H -0.27774 -0.03272 -2.35194 0.0369 -0.0465 -0.0824 0.23
H -1.37707 2.10318 -0.64462 0.0172 0.0592 -0.0245 0.46
H -2.81585 1.74668 1.39974 -0.1783 -0.0648 0.2008 0.25
H -0.27984 -2.49001 -0.16817 0.0990 -0.0536 -0.0926 0.43
H -0.47685 -2.44678 1.54065 -0.3247 -0.0012 0.0761 0.43
Br -0.09084 4.95242 -1.05069 -0.0355 -0.0663 0.0778 -0.02
C -0.22960 5.45051 0.83023 0.0381 0.0002 -0.0826 -0.44
C -1.10327 4.48540 1.58442 -0.0978 0.1455 0.0626 -0.45
Br -2.98414 4.69356 1.12034 0.1210 -0.1933 -0.0143 0.00
H -0.61423 6.46444 0.85004 -0.0192 0.0144 0.0136 0.25
H 0.78287 5.43656 1.22605 0.0137 -0.0285 -0.0231 0.24
H -1.03492 4.64889 2.65728 0.0042 0.0853 -0.0111 0.25
H -0.82533 3.46042 1.36518 0.0334 -0.0570 0.0673 0.20
Br -3.76971 -7.11579 -1.02532 0.0416 0.0297 0.0186 0.02
C -3.35555 -5.47113 -0.08801 -0.0578 -0.1370 -0.0519 -0.47
C -3.06134 -4.34304 -1.04078 0.0306 0.0233 0.0025 -0.44
Br -1.32706 -4.56271 -1.91000 0.0220 0.1506 0.0745 -0.03
H -2.51542 -5.68598 0.56474 0.0071 0.0300 0.0345 0.23
H -4.23112 -5.23269 0.51133 -0.0117 0.0314 -0.0115 0.24
H -3.01764 -3.39398 -0.51016 0.0194 -0.0101 0.0254 0.22
H -3.79225 -4.28136 -1.83996 -0.0184 -0.0020 -0.0117 0.24
```
Forces are in eV/Å.

Computed properties:
Frontier orbital gap (hartree): 0.3266
Net charge: +1

[2]
Computed, not measured: C11H24ClLiN3O5V as an isolated structure, with the ωB97M-V functional and the def2-TZVPD basis.

Structure (XYZ):
```
46
Properties=species:S:1:pos:R:3:forces:R:3:nbo_charge:R:1
N 1.52308 -0.38171 -1.26373 -3.0539 0.3804 2.4108 -0.81
C 1.96662 -0.35473 -2.39803 1.4533 0.7223 -5.1296 0.92
O 2.32931 -0.26665 -3.52147 -0.9899 -0.5303 3.9332 -0.33
Li 1.34498 -1.49092 1.39926 1.2276 -0.2560 1.1538 0.92
V -0.09721 0.02426 -0.37246 1.5255 1.0649 -1.1280 1.73
N -0.62262 -1.53956 0.51010 -0.6424 0.6652 -0.0753 -0.59
N -1.29107 1.15488 -1.10781 1.2643 -0.8086 1.1986 -0.44
C -1.14139 -2.74080 -0.19070 -0.0988 -0.8552 -0.7921 0.08
C -1.54211 1.62681 -2.47672 0.0530 -0.2289 -1.5602 0.08
C -1.34337 -3.91055 0.77935 0.2286 -0.1781 0.7750 -0.62
C -2.52433 -2.43726 -0.76314 -0.5297 0.5551 -0.0038 -0.62
C -0.20868 -3.11466 -1.34370 0.3091 -0.2391 -0.1024 -0.62
C -0.40663 2.55626 -2.90293 0.3967 0.3119 0.3410 -0.61
C -2.90106 2.32193 -2.59325 -0.2547 -0.0371 0.5558 -0.62
C -1.47056 0.41690 -3.39832 -0.2535 -0.6306 -0.2492 -0.62
H -0.45615 -4.14391 1.37910 0.0137 0.0233 -0.1793 0.23
H -1.61804 -4.82512 0.23720 0.1267 0.3890 -0.0309 0.27
H -2.15951 -3.70036 1.48093 0.1389 -0.0398 -0.1609 0.23
H -3.23442 -2.19622 0.03834 0.0383 -0.2708 -0.3271 0.23
H -2.87631 -3.33027 -1.29812 0.0445 0.3666 0.1354 0.27
H -2.50959 -1.57514 -1.44604 0.0226 -0.3430 0.0190 0.20
H -0.20683 -2.36470 -2.14960 -0.1514 -0.0703 0.1446 0.21
H -0.57525 -4.05159 -1.78902 0.2160 0.3324 0.1079 0.27
H 0.84002 -3.26777 -1.04425 -0.3364 -0.0696 0.0693 0.23
H -0.35512 3.44592 -2.26835 0.0822 -0.0240 -0.1549 0.23
H -0.58389 2.87325 -3.93508 0.0124 -0.0195 0.2028 0.27
H 0.55807 2.02629 -2.86846 -0.2324 0.2645 -0.0337 0.21
H -2.91137 3.24089 -1.99496 -0.1257 -0.1251 -0.1524 0.23
H -3.70827 1.65828 -2.25115 0.1515 0.2202 -0.1281 0.24
H -3.10539 2.60352 -3.63706 0.2496 -0.1871 0.3319 0.27
H -1.67065 0.73124 -4.42995 0.0398 -0.0922 0.2712 0.28
H -2.20074 -0.35800 -3.13487 0.0421 0.2287 -0.1122 0.23
H -0.47121 -0.04053 -3.40644 -0.0860 0.1003 0.0368 0.20
C -1.39482 -1.14301 1.70356 -0.9635 0.7569 -0.1741 -0.48
H -1.07234 -0.12909 1.98674 0.0460 -0.1943 0.4464 0.25
H -2.49466 -1.12334 1.55300 0.6901 -0.2370 -0.1149 0.25
H -1.18851 -1.80942 2.56620 0.3243 0.3957 -0.3890 0.31
C -1.51477 2.05567 0.02620 -0.8156 -0.3681 0.1901 -0.48
H -0.77120 1.84273 0.81923 0.2489 0.1129 0.4086 0.24
H -1.39737 3.11184 -0.24230 0.3928 -0.2497 -0.1670 0.30
H -2.52179 1.93536 0.44979 0.2735 -0.1181 0.0037 0.28
O 2.75103 1.01624 4.09121 -0.6971 -0.6003 -2.1708 -0.69
Cl 2.28078 0.55491 2.80765 1.4449 0.0232 2.0091 2.46
O 1.85661 1.67431 1.95949 -0.5335 -0.9647 -0.2665 -0.80
O 3.28386 -0.26273 2.09566 -1.5535 0.5412 0.1668 -0.83
O 1.09441 -0.35720 3.03099 0.2609 0.2826 -1.3095 -0.95
```
Forces are in eV/Å.

Computed properties:
Frontier orbital gap (spin up / spin down) (hartree): 0.1791 / 0.1792
Net charge: +2

[3]
Computed, not measured: C11H24ClN3NaOTa as an isolated structure, with the ωB97M-V functional and the def2-TZVPD basis.

Structure (XYZ):
```
42
Properties=species:S:1:pos:R:3:forces:R:3:nbo_charge:R:1
N 1.74017 -0.22962 1.02872 0.1665 0.5778 0.3074 -0.98
C 2.85064 -0.66244 1.26907 2.6280 -2.5793 1.0975 0.92
O 3.85904 -1.24076 1.49786 -2.6601 2.1421 -0.7636 -0.39
Na 1.39055 -0.25105 -1.46307 0.7124 0.0362 -0.3955 0.96
Ta -0.21493 0.01617 1.04825 0.9693 -0.5913 -0.2401 1.99
N -0.47950 -1.47143 -0.23058 -0.8474 1.3809 -0.3811 -0.76
N -0.21054 1.65124 0.01932 -2.0260 -1.3038 0.5465 -0.69
C -0.33766 -2.93489 0.15040 -0.2319 0.1542 -0.8079 0.13
C 0.40708 2.98758 -0.09532 -0.0352 0.8804 0.0446 0.11
C 0.85838 -3.49016 -0.63235 0.1781 -0.1278 -0.0091 -0.64
C -1.64417 -3.65312 -0.20111 -0.0806 -0.2760 0.0506 -0.64
C -0.07874 -3.05317 1.64002 -0.0234 -0.0269 0.0576 -0.66
C 0.06603 3.61184 -1.45761 0.0499 -0.0781 -0.0238 -0.62
C -0.12771 3.88534 1.03836 0.0877 0.1300 0.0777 -0.63
C 1.90529 2.81313 0.05382 0.3597 0.2573 0.0828 -0.61
H 0.76162 -3.35828 -1.72422 -0.0218 -0.2403 0.4410 0.21
H 0.95239 -4.56866 -0.42234 0.0309 0.4132 -0.2058 0.27
H 1.79754 -3.01238 -0.30249 -0.2226 -0.1666 -0.0418 0.20
H -2.49194 -3.16855 0.29718 0.1119 -0.0517 -0.0944 0.23
H -1.60088 -4.68638 0.17155 0.0223 0.2693 -0.1485 0.26
H -1.84631 -3.70406 -1.27949 0.1326 0.0425 0.2842 0.23
H 0.84264 -2.52881 1.93709 -0.1848 -0.1899 0.0918 0.22
H 0.06320 -4.12264 1.85606 0.0056 0.4213 0.1711 0.28
H -0.94116 -2.70036 2.22232 0.2004 -0.1188 -0.0107 0.24
H 0.35719 2.93640 -2.27520 -0.0111 0.2023 0.0835 0.20
H 0.62352 4.55735 -1.57302 -0.2956 -0.4195 0.0232 0.26
H -1.00744 3.82725 -1.55515 0.3100 0.0111 0.0401 0.23
H -1.21136 4.06241 0.95249 0.4511 0.0595 0.0474 0.22
H 0.38182 4.86476 0.98941 -0.3042 -0.4407 0.0214 0.26
H 0.08223 3.44209 2.02414 -0.0448 0.1389 -0.2546 0.22
H 2.16055 2.30945 0.99581 -0.0025 0.2598 -0.2461 0.22
H 2.37183 3.81404 0.05408 -0.0770 -0.5463 -0.0451 0.27
H 2.33234 2.24071 -0.78654 -0.0174 0.1745 0.1509 0.18
C -1.73716 1.60012 -0.14320 0.6269 0.5646 -0.3154 -0.44
H -2.15450 0.67880 0.36680 -0.2418 0.3997 -0.4330 0.21
H -2.22312 2.46599 0.33734 0.2508 -0.5512 -0.0694 0.27
H -2.01087 1.56247 -1.21211 0.0270 -0.2122 0.5820 0.25
C -0.96143 -1.21123 -1.64157 -0.0881 -0.0653 0.2437 -0.47
H -2.05764 -1.30400 -1.72186 0.4838 -0.1514 -0.0225 0.26
H -0.73036 -0.17198 -1.98016 -0.2464 -0.6147 0.3261 0.18
H -0.47967 -1.91669 -2.34468 -0.3881 0.2532 0.2907 0.23
Cl -1.25698 0.11352 3.09201 0.2459 -0.0171 -0.5534 -0.20
```
Forces are in eV/Å.

Computed properties:
Frontier orbital gap (spin up / spin down) (hartree): 0.3251 / 0.3251
Net charge: +2

| no. | E_tot (eV) |
| --- | --- |
| 1 | -299410.665 |
| 2 | -64892.444 |
| 3 | -36792.661 |